Entry 1:
Entry from OMol25: a cluster of 12 separate species, C24H72O12S2 in total (ωB97M-V with the def2-TZVPD basis set).

Orbital gap in eV: 8.675
2S+1: 1

Last column: Löwdin charge in e.
Atoms and positions in Å:
1 C 0.65058 -3.29022 -3.37953  0.007
2 C 1.64358 -3.27522 -2.08853  -0.274
3 O 1.58658 -4.53022 -1.59753  -0.049
4 H 0.58358 -2.34122 -3.79353  0.056
5 H -0.08642 -3.63922 -2.91353  -0.020
6 H 0.86358 -3.92422 -4.10753  0.034
7 H 1.38358 -2.51722 -1.48453  0.044
8 H 2.61958 -2.95722 -2.49753  0.111
9 H 0.67458 -4.85522 -1.56353  0.088
10 C -1.80942 3.91778 1.00947  -0.091
11 C -3.31842 4.23078 0.83347  -0.272
12 O -4.16042 3.45878 1.81347  -0.164
13 H -1.37042 4.73478 0.40647  0.093
14 H -1.53542 2.92378 0.73847  0.043
15 H -1.42542 4.24478 1.86247  0.015
16 H -3.62442 4.41578 -0.30453  0.128
17 H -3.35042 5.44778 0.97047  0.136
18 H -5.21142 3.60778 1.83547  0.155
19 C 5.16158 1.25278 -1.50753  -0.061
20 C 4.46758 0.04878 -2.24753  -0.355
21 O 4.93858 -1.13922 -1.71353  -0.134
22 H 5.30658 1.14778 -0.45753  0.028
23 H 4.53758 2.18578 -1.74653  0.094
24 H 6.07558 1.22978 -2.01453  0.044
25 H 4.79558 0.24978 -3.31353  0.118
26 H 3.34358 0.11678 -2.31253  0.095
27 H 4.87858 -1.93022 -2.37853  0.145
28 C -2.95142 -2.57422 1.00747  -0.082
29 C -1.95742 -3.30422 0.21647  -0.246
30 O -1.82142 -4.71722 0.67047  -0.082
31 H -3.19942 -1.68122 0.72347  -0.014
32 H -2.60442 -2.39822 1.97447  0.066
33 H -3.89842 -3.13322 1.10847  0.115
34 H -1.02642 -2.98022 0.14347  0.034
35 H -2.45142 -3.24222 -0.87753  0.155
36 H -1.07242 -5.07322 0.17947  0.057
37 C -2.59542 0.51578 4.57447  -0.104
38 C -1.93542 0.31378 3.24547  -0.275
39 O -2.92842 0.45578 2.19247  -0.149
40 H -3.03142 1.48978 4.66247  0.055
41 H -1.83942 0.48978 5.42447  0.088
42 H -3.33542 -0.39922 4.93447  0.141
43 H -1.38142 -0.50322 3.18047  0.040
44 H -1.08042 1.21678 3.01147  0.166
45 H -3.19142 1.34978 2.13247  0.012
46 C 1.66058 3.78278 1.21547  -0.065
47 C 1.68358 4.18678 2.73147  -0.236
48 O 2.17558 5.59678 2.84847  -0.116
49 H 0.99858 2.89978 1.07447  0.055
50 H 2.71358 3.41978 0.89647  0.109
51 H 1.40558 4.63178 0.73747  0.012
52 H 2.24658 3.38878 3.25947  0.116
53 H 0.82958 4.18578 3.22247  0.036
54 H 1.78258 6.12978 2.09147  0.098
55 C 1.44858 -4.29022 1.80547  -0.075
56 C 0.87758 -3.63822 3.08147  -0.315
57 O -0.31542 -4.28322 3.44447  -0.066
58 H 0.72158 -4.20322 0.88747  0.056
59 H 1.76958 -5.41122 1.74847  0.111
60 H 2.43058 -3.74822 1.60247  0.073
61 H 0.67558 -2.67122 2.90947  0.047
62 H 1.59258 -3.63622 3.90747  0.121
63 H -0.82942 -4.20222 2.64747  0.031
64 C 1.82158 2.70378 -4.21853  -0.076
65 C 1.44658 1.23278 -4.67353  -0.289
66 O 0.06358 1.17878 -4.86853  -0.078
67 H 1.30158 3.36578 -4.92753  0.060
68 H 2.92658 2.98378 -3.98553  0.082
69 H 1.41058 2.99678 -3.17053  0.076
70 H 1.67858 0.66178 -3.78153  0.079
71 H 1.94658 0.97378 -5.42053  0.032
72 H -0.44442 1.30578 -4.04453  0.049
73 C 0.87158 0.04778 0.42447  -0.015
74 C -0.01942 0.68778 -0.68853  -0.240
75 O -0.09542 -0.07122 -1.90853  -0.051
76 H 0.95258 0.46278 1.27247  -0.026
77 H 1.79958 -0.24622 0.03547  0.046
78 H 0.65258 -1.09522 0.41447  0.102
79 H 0.40858 1.55278 -0.95653  0.049
80 H -1.00742 1.07978 -0.46553  0.099
81 H -0.93942 0.16578 -2.14353  -0.030
82 C -2.73742 -0.99722 -3.85453  -0.051
83 C -3.30342 0.41878 -3.56353  -0.251
84 O -2.26042 1.31478 -3.10053  -0.144
85 H -3.46942 -1.68422 -4.22353  0.072
86 H -2.17242 -1.39322 -3.01553  0.054
87 H -2.01242 -0.88822 -4.65153  0.072
88 H -4.19742 0.48078 -2.81853  0.105
89 H -3.68542 0.86578 -4.50353  0.115
90 H -2.59642 2.26078 -2.99953  0.140
91 C 6.87658 -0.80022 1.83347  -0.276
92 S 5.21658 -1.39222 1.50147  0.834
93 O 5.12858 -2.85422 2.02347  -0.561
94 C 4.51058 -0.41922 2.84547  -0.258
95 H 6.98458 0.28178 1.20147  0.129
96 H 7.32458 -1.47122 1.05047  0.048
97 H 7.29458 -0.89222 2.77147  0.021
98 H 3.39258 -0.19522 2.71847  0.079
99 H 4.80058 0.47878 2.98247  -0.039
100 H 4.71658 -0.91822 3.75347  0.050
101 C -4.82042 0.97078 -0.35853  -0.238
102 S -6.17442 0.64978 0.76747  0.824
103 O -7.34142 0.14478 -0.14253  -0.565
104 C -5.46142 -0.65522 1.70347  -0.304
105 H -4.83042 -0.10022 -0.84253  0.105
106 H -3.89242 1.14178 0.14647  0.033
107 H -5.07842 1.66278 -0.91553  -0.051
108 H -5.13942 -1.35422 1.05847  -0.039
109 H -6.18442 -1.28622 2.44347  0.126
110 H -4.84742 -0.13422 2.63147  0.117


Entry 2:
Entry from OMol25: a structure of composition C31H35BrIN5O8PPt (ωB97M-V with the def2-TZVPD basis set).

Total charge: +1
Orbital gap in eV: 6.771
2S+1: 1

Last column: Löwdin charge in e.
Atoms and positions in Å:
1 Pt 0.59540 -0.78815 -0.51011  1.657
2 O 0.76929 -5.09272 -4.01923  0.078
3 C 1.30808 -4.05940 -4.69893  -0.250
4 C 1.69467 -4.20657 -6.02953  -0.009
5 C 2.25699 -3.15399 -6.72249  -0.054
6 C 2.46000 -1.92606 -6.10058  -0.068
7 C 2.08919 -1.77414 -4.78430  -0.012
8 C 1.49873 -2.82047 -4.06167  -0.073
9 C 1.11351 -2.55481 -2.67344  -0.361
10 O 1.58582 -1.43977 -2.15568  -0.169
11 N 0.32016 -3.35209 -1.99588  0.131
12 N 0.29185 -2.87102 -0.73810  -0.108
13 C 0.31446 -3.59524 0.30765  -0.007
14 C 0.75024 -2.89728 1.50366  -0.234
15 C 0.72767 -3.43304 2.77425  0.020
16 C 1.18469 -2.66045 3.83304  -0.008
17 C 1.64244 -1.37788 3.58458  0.003
18 C 1.63133 -0.89466 2.28951  -0.076
19 N 1.23220 -1.65319 1.27057  -0.032
20 H 0.70612 -5.85907 -4.60125  0.120
21 H 1.55209 -5.16543 -6.51463  0.121
22 H 2.54383 -3.29306 -7.75686  0.116
23 H 2.90500 -1.10363 -6.64232  0.110
24 H 2.25070 -0.83128 -4.27778  0.115
25 H 0.22954 -4.67437 0.24561  0.158
26 H 0.33721 -4.43004 2.92424  0.131
27 H 1.16358 -3.05187 4.84139  0.126
28 H 2.00185 -0.73861 4.37825  0.127
29 H 1.96237 0.10429 2.04290  0.073
30 I -4.07553 0.23329 -4.24420  0.927
31 C -2.22122 0.33280 -3.36909  -0.749
32 C -1.13631 1.09844 -3.76312  -0.085
33 N -0.14531 0.87003 -2.90088  0.066
34 N -0.54470 0.01820 -1.96070  -0.163
35 C -1.80058 -0.33092 -2.22284  -0.173
36 H -1.01775 1.78696 -4.58233  0.136
37 H 0.79033 1.28403 -2.78774  0.105
38 H -2.34078 -1.00438 -1.57986  0.116
39 Br 1.77639 2.95021 1.97397  0.927
40 C 3.40192 3.06387 1.01021  -0.578
41 C 4.42689 3.83830 1.52857  -0.114
42 C 5.60970 3.97258 0.81896  -0.062
43 C 5.76487 3.34694 -0.40964  -0.060
44 C 4.73127 2.58880 -0.92843  -0.010
45 C 3.54108 2.43204 -0.22032  -0.172
46 C 2.45125 1.63808 -0.87806  -0.535
47 O 2.07946 1.92673 -1.99770  0.083
48 O 2.09505 0.57605 -0.18503  -0.176
49 H 4.29309 4.33616 2.47924  0.104
50 H 6.40834 4.57833 1.22635  0.113
51 H 6.68518 3.45831 -0.96660  0.112
52 H 4.83425 2.10383 -1.89088  0.126
53 C -3.59345 2.95804 2.44084  -0.025
54 C -2.08695 3.11363 2.58059  -0.600
55 C -1.58428 4.26717 1.72584  -0.040
56 C -1.69364 3.28700 4.03655  -0.021
57 O -1.39090 1.87391 2.17647  -0.193
58 P -1.74919 1.06221 0.86455  0.299
59 O -1.89601 1.87143 -0.34637  -0.223
60 O -0.63482 -0.04534 0.88079  -0.417
61 O -3.10583 0.29218 1.16616  -0.155
62 C -3.38725 -0.86870 1.99583  -0.602
63 C -4.88502 -0.80619 2.24006  -0.016
64 C -2.62273 -0.80478 3.31172  -0.017
65 C -3.03798 -2.12276 1.20520  -0.023
66 H -4.07093 3.87073 2.79814  0.099
67 H -3.96086 2.12208 3.03817  0.073
68 H -3.88502 2.80415 1.40116  0.091
69 H -2.14233 5.17056 1.97785  0.097
70 H -1.72943 4.04676 0.66923  0.078
71 H -0.52750 4.45823 1.90574  0.026
72 H -2.10448 4.22074 4.42275  0.098
73 H -0.60840 3.32112 4.13836  0.072
74 H -2.07594 2.46225 4.64051  0.085
75 H -5.14472 0.10114 2.78561  0.083
76 H -5.20753 -1.66880 2.82602  0.097
77 H -5.42135 -0.80591 1.29127  0.095
78 H -2.96333 0.03567 3.91791  0.084
79 H -1.55421 -0.69104 3.14069  0.066
80 H -2.79248 -1.72477 3.87497  0.095
81 H -3.64808 -2.18122 0.30186  0.092
82 H -3.23137 -3.01282 1.80767  0.096
83 H -1.98985 -2.11136 0.92107  0.042


Entry 3:
Entry from OMol25: the ion C2H4N3 with charge +1 (ωB97M-V with the def2-TZVPD basis set).

Total charge: +1
Structure (SMILES): C1=[NH+]CN=N1
Orbital gap in eV: 9.428
2S+1: 1

Last column: Löwdin charge in e.
Atoms and positions in Å:
1 C 0.84271 0.30916 0.86304  0.083
2 C -0.70234 -0.30151 -0.61917  -0.127
3 N -0.90274 -1.00086 0.58257  0.072
4 N -0.08888 -0.71255 1.44272  0.118
5 N 0.46815 0.51729 -0.34474  0.152
6 H 1.65152 0.72987 1.43343  0.158
7 H -0.57553 -0.99316 -1.46568  0.172
8 H -1.58685 0.30844 -0.86730  0.174
9 H 0.89395 1.14332 -1.02487  0.197


In order of appearance, HOMO level = -8.771, -11.212, -15.940 eV.
In order of appearance, F_max = 10.85, 1.88, 2.38 eV Å⁻¹.